# 1
Formula: C20H31InO3
Source: the Open Molecules 2025 dataset
Level of theory: the ωB97M-V functional and the def2-TZVPD basis

```
! wB97M-V def2-TZVPD RIJCOSX def2/J DEFGRID3
* xyz 0 1
In -2.4343 -0.4599 0.5716
O -3.9874 -1.3832 1.4264
O 0.5745 -1.3614 -0.0089
O 3.5211 -0.8829 -0.8504
C -2.2563 1.1965 2.3775
C 5.6957 -0.9269 -0.7937
C -5.3861 -1.3673 1.5844
C 4.5394 -0.9275 -3.1326
C -3.6646 1.5335 2.3162
C -4.0363 -0.8935 -1.6984
C 1.1427 -0.0367 0.0439
C 4.5410 -1.4773 0.0374
C -3.8099 2.6340 1.4494
C 4.5812 1.1440 -1.7587
C -2.7222 1.0114 -1.8068
C -4.8604 0.2320 -1.4963
C -2.5122 3.0452 1.0162
C -1.5514 2.2005 1.5942
C 1.6571 0.2370 1.4556
C 1.8214 -1.1736 2.0374
C 4.5782 -0.3675 -1.7172
C -4.0617 1.4030 -1.5859
C -2.6678 -0.4308 -1.8428
C 0.6804 -1.9140 1.3394
H -4.4491 1.0593 2.8995
H 6.2180 -0.0844 -0.3225
H 4.5516 1.5759 -0.7517
H -4.7344 3.1432 1.1881
H 2.5676 0.8412 1.4634
H 1.8254 -1.1917 3.1313
H -1.8691 1.6583 -1.9656
H -0.2728 -1.7890 1.9251
H -5.7841 -2.1945 0.9815
H -5.6294 -1.5019 2.6521
H 4.3972 -2.5656 0.0353
H 5.4706 -0.6315 -3.6411
H 4.4786 -2.0256 -3.1551
H 1.9797 -0.0853 -0.6660
H -5.9331 0.2144 -1.3191
H 3.7297 1.5188 -2.3375
H -1.7884 0.5273 3.1029
H 4.5489 -1.0656 1.0609
H 5.5020 1.4787 -2.2519
H 2.7737 -1.5740 1.6384
H -4.4323 2.4259 -1.5113
H 6.3475 -1.6827 -1.2301
H 0.8732 -2.9873 1.2510
H -2.3017 3.9216 0.4033
H -4.3681 -1.9273 -1.7548
H -5.8227 -0.4149 1.2420
H -0.4677 2.3372 1.5656
H 0.8850 0.7605 2.0337
H 0.4498 0.7271 -0.3549
H -1.8194 -1.0177 -2.1877
H 3.6920 -0.4852 -3.6825
*
```

## Properties
E_HOMO = -7.6 eV
Kohn-Sham gap = 6.35 eV
LUMO energy = -1.27 eV
Molecular weight = 434.28 g mol⁻¹
DFT total energy = -32553.398 eV

Atom charges from the natural (NBO) analysis, given in e for atoms 1 to 8:
1 In 1.66
2 O -1.02
3 O -0.54
4 O -0.56
5 C -0.48
6 C -0.46
7 C -0.22
8 C -0.63

# 2
Formula: C4H7FN2
Source: the Open Molecules 2025 dataset
Level of theory: the ωB97M-V functional and the def2-TZVPD basis

```
! wB97M-V def2-TZVPD RIJCOSX def2/J DEFGRID3
* xyz 0 1
F 2.3981 -0.7737 -0.5070
N -1.7681 -1.0348 0.4054
N -1.4483 1.0478 -0.5951
C 0.4062 -0.1831 0.5904
C -0.9810 0.0724 0.0804
C 1.3141 0.9527 0.7731
C 1.4074 0.1572 -0.4011
H 0.9777 0.3796 -1.4658
H 0.6311 -1.2332 0.8407
H -2.4481 -1.0498 -0.4654
H -2.3470 0.8864 -1.0246
H 0.9210 2.0108 0.4486
H -1.2153 -2.0924 -0.1072
H 2.1523 0.8602 1.4277
*
```

## Properties
E_HOMO = -10.0 eV
Kohn-Sham gap = 10.46 eV
LUMO energy = 0.47 eV
Molecular weight = 102.11 g mol⁻¹
DFT total energy = -9955.781 eV

Atom charges from the natural (NBO) analysis, given in e for atoms 1 to 8:
1 F -0.36
2 N -0.78
3 N -0.71
4 C -0.37
5 C 0.45
6 C -0.44
7 C 0.21
8 H 0.19

# 3
Formula: C3H3F2N
Source: the Open Molecules 2025 dataset
Level of theory: the ωB97M-V functional and the def2-TZVPD basis

```
! wB97M-V def2-TZVPD RIJCOSX def2/J DEFGRID3
* xyz 0 1
F 0.8412 1.4341 -1.0458
F -1.1924 0.7080 -1.6684
N 3.3906 0.1854 0.8275
C 2.8919 -0.4087 1.6750
C -0.0983 0.5116 -0.9290
C 0.1609 -0.6440 -0.2715
H 1.0473 -0.8005 0.3422
H -0.4795 -1.4981 -0.2258
H 4.1043 0.6944 0.2516
*
```

## Properties
E_HOMO = -9.7 eV
Kohn-Sham gap = 10.62 eV
LUMO energy = 0.88 eV
Molecular weight = 91.06 g mol⁻¹
DFT total energy = -10082.096 eV

Atom charges from the natural (NBO) analysis, given in e for atoms 1 to 8:
1 F -0.31
2 F -0.31
3 N -0.74
4 C 0.28
5 C 0.74
6 C -0.59
7 H 0.23
8 H 0.22

# 4
Formula: C5H12O3
Source: the Open Molecules 2025 dataset
Level of theory: the ωB97M-V functional and the def2-TZVPD basis

```
! wB97M-V def2-TZVPD RIJCOSX def2/J DEFGRID3
* xyz 0 1
O 2.2705 -2.2110 -0.8992
O -0.8248 -0.9691 -3.7776
O -0.4329 3.8634 1.7031
C 2.0881 -1.6672 0.4292
C -0.0708 -0.5049 0.2353
C 1.2351 -0.4491 0.4256
C -1.1033 0.5434 0.3551
C -2.0353 0.3519 1.2856
H -1.7588 -0.8087 -3.6332
H 1.7417 0.4814 0.6911
H 1.5981 -1.9236 -1.5257
H -0.5535 -0.1164 -3.3967
H 1.6193 -2.5707 0.8901
H -0.8652 1.5035 -0.0817
H -0.5568 -1.4734 0.0425
H -2.3940 -0.5370 1.7745
H -0.2646 3.1120 2.2841
H -0.1068 3.6753 0.8293
H 3.0603 -1.5269 0.8851
H -2.6464 1.2269 1.4835
*
```

## Properties
E_HOMO = -9.5 eV
Structure (SMILES) = C=C/C=C/CO.O.O
Kohn-Sham gap = 9.93 eV
LUMO energy = 0.47 eV
Molecular weight = 120.15 g mol⁻¹
DFT total energy = -11519.662 eV

Atom charges from the natural (NBO) analysis, given in e for atoms 1 to 8:
1 O -0.74
2 O -0.92
3 O -0.94
4 C -0.10
5 C -0.20
6 C -0.23
7 C -0.23
8 C -0.36